[1]
DFT (ωB97M-V/def2-TZVPD) results for a molecular structure, C27H58CuO3P2SSi.

Last column: Mulliken spin population.
Cartesian coordinates (Å):
P (0.509, -2.174, -4.347)  0.171
P (0.356, 1.569, -3.621)  0.000
C (0.170, -0.682, -5.254)  0.026
C (1.085, 0.460, -4.913)  -0.002
H (-1.347, -0.366, -5.010)  -0.092
H (0.142, -0.890, -6.331)  0.011
H (2.096, 0.168, -4.575)  -0.002
H (1.240, 1.104, -5.792)  0.000
C (0.305, 3.102, -4.622)  0.000
H (-0.141, 3.928, -4.054)  0.000
H (-0.267, 2.925, -5.546)  0.000
H (1.345, 3.351, -4.884)  0.000
C (1.570, 1.876, -2.346)  0.001
H (2.220, 2.688, -2.701)  0.000
H (2.215, 0.976, -2.170)  0.000
H (1.094, 2.197, -1.408)  0.000
C (0.014, -3.358, -5.662)  -0.001
H (0.023, -4.387, -5.280)  0.003
H (0.737, -3.268, -6.482)  0.001
H (-0.984, -3.118, -6.051)  -0.011
C (2.209, -2.635, -4.023)  0.023
H (2.835, -1.758, -3.824)  -0.001
H (2.583, -3.132, -4.931)  0.004
H (2.283, -3.340, -3.184)  0.000
Cu (2.221, 0.136, -0.360)  0.000
C (-1.555, 1.166, -3.546)  -0.027
C (-2.123, 0.454, -4.733)  0.118
C (-3.501, -0.117, -4.379)  -0.012
C (-3.526, -1.605, -3.899)  0.155
C (-2.291, -2.372, -4.032)  0.591
C (-1.124, -2.228, -3.243)  -0.087
C (-0.808, -1.008, -2.301)  0.057
C (-1.678, 0.239, -2.282)  0.006
C (2.750, -1.665, -0.025)  -0.001
H (-2.014, 2.127, -3.337)  -0.002
H (-2.197, 1.113, -5.600)  0.014
H (-4.123, -0.037, -5.274)  0.001
H (-3.984, 0.511, -3.621)  -0.006
H (-3.917, -1.690, -2.870)  0.043
H (-4.297, -2.062, -4.543)  0.000
H (-2.448, -3.301, -4.575)  -0.034
H (-0.909, -3.184, -2.719)  0.075
H (0.218, -0.669, -2.531)  -0.018
H (-0.696, -1.422, -1.283)  -0.007
H (-2.716, -0.020, -2.082)  0.000
H (-1.345, 0.817, -1.409)  0.003
H (3.665, -1.633, -0.647)  0.000
H (2.010, -2.413, -0.360)  0.000
H (2.928, -1.694, 1.058)  0.000
C (1.561, 3.687, 4.120)  0.000
C (2.230, 2.390, 4.555)  0.000
C (3.577, 2.209, 3.868)  0.000
C (2.421, 2.401, 6.071)  0.000
O (1.391, 1.271, 4.232)  0.000
Si (0.494, 0.720, 2.940)  0.000
S (0.990, 1.442, 1.128)  0.000
O (0.570, -0.932, 3.088)  0.000
C (0.788, -1.611, 4.352)  0.000
C (0.441, -3.075, 4.090)  0.000
C (2.250, -1.492, 4.760)  0.000
C (-0.094, -1.063, 5.466)  0.000
O (-1.032, 1.139, 3.480)  0.000
C (-2.368, 0.856, 3.011)  0.000
C (-2.544, 1.361, 1.586)  0.000
C (-2.680, -0.636, 3.049)  0.000
C (-3.325, 1.605, 3.938)  0.000
H (2.117, 4.536, 4.537)  0.000
H (0.534, 3.727, 4.499)  0.000
H (1.549, 3.772, 3.028)  0.000
H (4.235, 3.052, 4.116)  0.000
H (4.057, 1.288, 4.220)  0.000
H (3.452, 2.159, 2.780)  0.000
H (1.454, 2.479, 6.583)  0.000
H (2.933, 1.493, 6.411)  0.000
H (3.032, 3.264, 6.369)  0.000
H (1.086, -3.479, 3.301)  0.000
H (0.588, -3.670, 5.001)  0.000
H (-0.605, -3.174, 3.774)  0.000
H (2.480, -0.463, 5.059)  0.000
H (2.456, -2.154, 5.613)  0.000
H (2.904, -1.778, 3.929)  0.000
H (0.130, -0.016, 5.696)  0.000
H (-1.154, -1.155, 5.212)  0.000
H (0.081, -1.646, 6.382)  0.000
H (-1.891, 0.818, 0.893)  0.000
H (-3.586, 1.219, 1.266)  0.000
H (-2.305, 2.427, 1.523)  0.000
H (-2.750, -1.005, 4.078)  0.000
H (-3.657, -0.814, 2.577)  0.000
H (-1.930, -1.221, 2.505)  0.000
H (-3.224, 1.256, 4.973)  0.000
H (-3.119, 2.681, 3.916)  0.000
H (-4.367, 1.451, 3.630)  0.000

Gap between HOMO and LUMO (alpha / beta) ... 0.22959 / 0.20066 Eh
2S+1 ... 2
Electronic energy ... -4300.062399 a.u.

[2]
DFT (ωB97M-V/def2-TZVPD) results for 7 unconnected molecules or ions with the total composition C27H58IN7O11S.

Last column: Löwdin charge in e.
Cartesian coordinates (Å):
C (-2.337, 0.565, -1.544)  -0.092
C (-0.984, -0.094, -1.881)  -0.213
C (-0.675, -1.336, -1.036)  -0.084
C (0.255, -1.286, 0.210)  -0.334
C (-0.277, -2.221, 1.306)  -0.132
C (-1.276, -1.603, 2.252)  -0.767
O (-2.249, -1.001, 1.965)  0.044
I (-0.854, -1.996, 4.356)  0.842
O (1.514, -1.937, -0.192)  -0.161
S (2.529, -0.899, -0.816)  0.584
O (3.769, -1.043, -0.145)  -0.215
O (2.486, -0.940, -2.236)  -0.218
O (1.743, 0.405, -0.366)  -0.163
C (0.792, 0.089, 0.696)  -0.397
C (-0.195, 1.248, 0.792)  0.030
C (1.552, -0.042, 2.030)  -0.211
N (2.636, 0.929, 2.088)  0.050
H (-2.268, 1.653, -1.554)  0.074
H (-2.680, 0.288, -0.545)  0.056
H (-3.105, 0.264, -2.255)  0.065
H (-0.194, 0.650, -1.821)  0.091
H (-1.025, -0.400, -2.926)  0.104
H (-1.630, -1.761, -0.720)  0.118
H (-0.206, -2.086, -1.671)  0.129
H (0.545, -2.668, 1.851)  0.064
H (-0.802, -3.050, 0.827)  0.150
H (-1.220, 0.890, 0.856)  0.072
H (-0.131, 1.884, -0.086)  0.098
H (0.017, 1.868, 1.662)  0.089
H (0.807, 0.122, 2.819)  0.087
H (1.962, -1.043, 2.165)  0.120
H (3.087, 0.883, 2.994)  0.086
H (2.235, 1.862, 2.028)  0.047
C (-1.270, -3.454, -7.204)  -0.075
N (-2.077, -2.437, -6.566)  0.024
C (-1.781, -1.124, -6.388)  -0.541
C (-0.455, -0.618, -6.908)  -0.010
O (-2.573, -0.390, -5.817)  0.014
H (-1.791, -3.885, -8.061)  0.084
H (-1.036, -4.260, -6.507)  0.084
H (-0.336, -3.026, -7.554)  0.069
H (-2.978, -2.715, -6.192)  0.109
H (-0.391, 0.441, -6.678)  0.081
H (0.377, -1.138, -6.431)  0.084
H (-0.375, -0.757, -7.987)  0.082
C (4.585, 4.344, 0.483)  -0.074
N (3.228, 4.068, 0.896)  0.012
C (2.351, 4.878, 1.547)  -0.540
C (2.823, 6.264, 1.899)  -0.004
O (1.236, 4.459, 1.826)  0.022
H (4.691, 4.243, -0.600)  0.082
H (5.287, 3.653, 0.954)  0.085
H (4.855, 5.358, 0.763)  0.065
H (2.841, 3.161, 0.683)  0.111
H (2.017, 6.782, 2.408)  0.086
H (3.691, 6.215, 2.560)  0.088
H (3.111, 6.815, 1.003)  0.049
C (-5.643, -3.771, 7.870)  -0.083
N (-5.311, -4.890, 7.015)  0.002
C (-4.761, -4.867, 5.768)  -0.552
C (-4.443, -3.511, 5.178)  -0.032
O (-4.537, -5.902, 5.168)  0.034
H (-5.093, -3.819, 8.812)  0.082
H (-6.710, -3.753, 8.097)  0.082
H (-5.387, -2.839, 7.377)  0.070
H (-5.499, -5.821, 7.353)  0.137
H (-4.013, -3.662, 4.193)  0.070
H (-5.343, -2.902, 5.084)  0.086
H (-3.723, -2.977, 5.799)  0.047
C (-7.196, -1.336, -3.232)  -0.079
N (-6.464, -2.402, -3.880)  0.009
C (-5.668, -2.317, -4.977)  -0.537
C (-5.489, -0.970, -5.626)  -0.018
O (-5.096, -3.310, -5.408)  0.015
H (-6.871, -1.208, -2.198)  0.083
H (-8.269, -1.539, -3.231)  0.082
H (-7.028, -0.401, -3.757)  0.071
H (-6.526, -3.330, -3.493)  0.139
H (-4.816, -1.112, -6.462)  0.065
H (-6.431, -0.551, -5.986)  0.087
H (-5.022, -0.264, -4.941)  0.079
C (7.210, 8.040, -1.845)  -0.076
N (5.868, 7.814, -1.350)  0.011
C (5.072, 8.668, -0.654)  -0.538
C (5.622, 10.040, -0.340)  -0.008
O (3.954, 8.328, -0.300)  0.024
H (7.246, 7.950, -2.932)  0.084
H (7.911, 7.322, -1.417)  0.084
H (7.541, 9.038, -1.577)  0.070
H (5.438, 6.921, -1.536)  0.133
H (4.862, 10.582, 0.213)  0.084
H (6.527, 9.972, 0.265)  0.085
H (5.860, 10.586, -1.253)  0.085
C (2.687, -5.539, 5.268)  -0.077
N (1.770, -5.303, 4.174)  0.010
C (2.058, -5.054, 2.872)  -0.542
C (3.514, -5.009, 2.469)  -0.002
O (1.161, -4.869, 2.063)  0.018
H (2.520, -6.520, 5.714)  0.084
H (2.567, -4.785, 6.048)  0.082
H (3.711, -5.497, 4.910)  0.071
H (0.780, -5.313, 4.369)  0.127
H (3.558, -4.799, 1.405)  0.085
H (4.046, -4.224, 3.008)  0.086
H (4.007, -5.961, 2.669)  0.085

SMILES ... CCC[C@@]1(CC(=O)I)OS(=O)(=O)O[C@]1(C)CN.CNC(C)=O.CNC(C)=O.CNC(C)=O.CNC(C)=O.CNC(C)=O.CNC(C)=O
Gap between HOMO and LUMO ... 0.34111 Eh
Electronic energy ... -2970.479111 a.u.